Formula: C3H7F3N3S
Source: OMol25
Level of theory: ωB97M-V with the def2-TZVPD basis set

## Properties
ΔE to the lowest compared entry with this formula, charge and spin (kcal/mol): 3.2
Total charge: +1
E_tot (hartree): -980.24180
LUMO energy (eV): -3.94
Structure (SMILES): N[C@@]1(C(F)(F)F)N[NH2+]CS1

XYZ file:
```
17
Properties=species:S:1:pos:R:3:forces:R:3
C 0.577926 -1.112541 1.687428 1.2638 -0.8428 0.6446
C -0.543708 0.141291 -0.711301 5.6907 -2.0179 1.8348
C 0.642086 0.468631 -1.713881 -0.4319 -0.7084 -0.6620
N -0.351982 0.928255 0.462488 -1.2927 -0.1762 2.2341
N -1.733167 0.116969 -1.236211 -3.2937 -0.7529 -2.1867
N 0.573732 0.386572 1.494242 -1.4766 0.7673 0.2832
F 1.906407 0.406024 -1.224522 -1.2920 -0.4933 0.3309
F 0.499027 -0.366776 -2.752580 0.4563 -0.1763 0.2527
F 0.510689 1.686443 -2.187972 -0.3699 0.8613 0.0131
S 0.045562 -1.844038 0.172677 -0.2050 0.7937 -1.1620
H 1.599779 -1.384706 2.096349 -0.7360 0.3841 -1.1051
H -0.042776 -1.409476 2.520338 -0.7187 0.4807 0.1342
H -1.284838 0.814414 0.865160 0.1311 0.8035 0.6326
H -2.572212 -0.401999 -0.830601 1.8756 1.0316 -0.5044
H -1.657227 0.019990 -2.265190 -0.6775 0.0692 0.8645
H 0.363355 0.828524 2.433903 0.1221 -0.0862 -1.4588
H 1.467347 0.722424 1.189671 0.9542 0.0625 -0.1459
```
Forces are in eV/Å.